No. 1
A single C4H12NO2PS molecule at a distorted geometry, computed with the ωB97M-V functional and the def2-TZVPD basis.

Its HOMO energy is -8.775 eV. The energy relative to the best compared isomer or geometry (same formula, charge and spin) comes out at 2.563 eV. The calculation puts the LUMO energy at 0.61 eV. Its structure (SMILES) is CSCC[C@@H](N)[P@@H](=O)O.

Last column: Löwdin charge in e.
Atoms and positions in Å:
1 O 0.4935 -2.3902 -1.3699  -0.412
2 O -1.6928 -2.8735 -1.3779  -0.234
3 S 1.3219 1.0367 1.8498  0.777
4 N -2.1563 -0.2241 0.6805  0.011
5 C 2.6151 0.6080 0.6856  -0.416
6 C 0.0853 1.8547 0.7423  -0.456
7 C -0.2747 0.8944 -0.4646  -0.298
8 C -0.8474 -0.4200 0.0125  -0.480
9 P -0.7322 -1.5402 -1.5437  0.689
10 H -1.2245 -3.2892 -0.6266  0.065
11 H -2.3903 0.6825 0.9584  0.021
12 H -2.3191 -1.0077 1.4592  0.148
13 H 3.5630 0.6964 1.2501  0.039
14 H 2.7051 1.3502 -0.1454  0.063
15 H 2.4604 -0.3896 0.4375  -0.001
16 H -0.8806 1.9894 1.3005  0.069
17 H 0.6087 2.8156 0.4800  0.079
18 H -1.0310 1.3061 -1.1369  0.108
19 H 0.7014 0.8086 -1.0207  0.102
20 H -0.2349 -1.0017 0.6469  0.071
21 H -0.7707 -0.9063 -2.8177  0.056



No. 2
A single C4H12NO2PS molecule at a distorted geometry, computed with the ωB97M-V functional and the def2-TZVPD basis.

Its HOMO energy is -8.222 eV. The energy relative to the best compared isomer or geometry (same formula, charge and spin) comes out at 7.021 eV. The calculation puts the LUMO energy at 0.35 eV. Its structure (SMILES) is C=P(O)(O)N=S(=C)(C)C.

Last column: Löwdin charge in e.
Atoms and positions in Å:
1 C -3.0339 -1.1953 -0.4335  -0.206
2 C 2.0031 1.7393 -0.8284  -0.296
3 C 1.0507 0.0676 1.7311  -0.162
4 C 0.9802 -1.0123 -0.8410  -0.208
5 N -0.5677 1.2506 -0.5452  -0.433
6 O -2.5423 0.8886 1.3557  -0.227
7 O -3.2170 1.2913 -1.0610  -0.189
8 P -2.3176 0.3354 -0.1836  0.589
9 S 0.8256 0.7169 -0.1505  0.640
10 H -3.1543 -1.3656 -1.5666  0.033
11 H -2.5435 -1.9613 0.0863  -0.055
12 H 1.5067 2.7395 -0.6092  0.016
13 H 2.9350 1.5842 -0.3361  -0.027
14 H 0.3214 -0.7009 2.1041  0.058
15 H 2.0335 -0.3944 1.6064  0.029
16 H 1.1334 0.9638 2.4050  0.057
17 H 0.0988 -1.4065 -0.1881  0.045
18 H 0.6326 -0.8758 -1.9475  0.096
19 H 1.8744 -1.6399 -0.6863  0.058
20 H -1.8059 1.5995 1.4842  0.101
21 H -2.5370 1.8285 -1.5396  0.080



No. 3
A molecular structure, C4H12NO3 at a distorted geometry, computed with the ωB97M-V functional and the def2-TZVPD basis.

Its HOMO energy is -3.974 eV. The energy relative to the best compared isomer or geometry (same formula, charge and spin) comes out at 2.028 eV. The calculation puts the LUMO energy at 4.06 eV. Its total charge is -1.

Last column: Löwdin charge in e.
Atoms and positions in Å:
1 C 0.5371 -1.0683 0.2410  -0.095
2 C 0.2888 -0.3849 -1.3086  -0.406
3 C 1.5218 -0.3992 -2.2343  -0.078
4 O -0.0484 0.9364 -1.0436  -0.091
5 N 1.3462 0.0188 0.9010  -0.064
6 C 0.3653 0.6459 1.7219  -0.403
7 O -0.8162 1.0174 1.0364  -0.295
8 H 1.2517 -1.8080 -0.0177  0.073
9 H -0.4542 -1.2337 0.5718  0.061
10 H -0.5218 -0.9389 -1.8096  0.115
11 H 1.7439 -1.3580 -2.6955  0.061
12 H 1.5415 0.5119 -2.8985  0.085
13 H 2.3220 -0.0584 -1.6020  0.045
14 H -0.4321 0.9783 -0.1792  -0.145
15 H 1.6459 0.6811 0.1836  0.081
16 H 0.7699 1.6641 1.9848  0.104
17 H 0.1423 0.0350 2.6151  0.102
18 H -3.1948 -0.0660 0.5585  0.010
19 H -1.8003 -0.3019 0.7553  -0.010
20 O -2.6698 -0.8397 0.7794  -0.150



No. 4
3 unconnected molecules or ions with the total composition C4H12NO3 at a distorted geometry, computed with the ωB97M-V functional and the def2-TZVPD basis.

Its HOMO energy is -4.231 eV. The energy relative to the best compared isomer or geometry (same formula, charge and spin) comes out at 7.578 eV. The calculation puts the LUMO energy at -0.20 eV. Its total charge is -1.

Last column: Löwdin charge in e.
Atoms and positions in Å:
1 C -1.1416 -1.4338 -0.2045  -0.049
2 N -0.9355 0.0162 -0.4861  0.031
3 C -0.2882 0.7662 0.4767  -0.315
4 C 1.2367 0.2957 0.6067  0.040
5 O 0.5510 -2.6735 1.7172  -0.450
6 C -0.2593 2.3181 0.0253  -0.361
7 O 0.4670 3.0107 0.8693  -0.107
8 H -1.9770 -1.7305 -0.8152  0.078
9 H -0.1254 -1.8751 -0.2503  0.089
10 H -1.2660 -1.5359 0.8780  0.065
11 H -0.3312 0.0462 -1.3933  0.005
12 H -0.8301 0.8355 1.4288  0.144
13 H 1.6870 1.0907 1.1999  0.081
14 H 1.2030 -0.7009 1.0622  0.046
15 H 1.4908 0.2411 -0.4459  0.072
16 H 0.0877 2.3189 -1.0332  0.114
17 H -1.3294 2.5755 -0.0795  0.110
18 H 0.4219 -3.5055 2.1825  -0.139
19 H 0.8707 -0.3529 -3.1714  -0.070
20 O 0.4678 0.2931 -2.5671  -0.382



No. 5
2 unconnected molecules or ions with the total composition C4H12NO3 at a distorted geometry, computed with the ωB97M-V functional and the def2-TZVPD basis.

Its HOMO energy is -15.068 eV. The energy relative to the best compared isomer or geometry (same formula, charge and spin) comes out at 1.849 eV. The calculation puts the LUMO energy at -3.43 eV. Its total charge is +1.

Last column: Löwdin charge in e.
Atoms and positions in Å:
1 C -1.1000 -2.1776 -0.3870  -0.010
2 C 2.1817 1.2222 0.8733  0.016
3 C -0.8596 -0.7360 -0.5402  -0.300
4 C 0.1007 -0.1152 0.5303  -0.325
5 N 1.1856 0.4493 0.0751  0.072
6 O -0.1762 -0.4192 -1.7958  -0.013
7 O -0.8073 2.0117 0.1417  -0.037
8 O -0.2279 -0.2127 1.7524  0.221
9 H -1.6997 -2.4083 0.4367  0.078
10 H -0.2379 -2.7416 -0.3549  0.075
11 H -1.5945 -2.5834 -1.3766  0.157
12 H 2.9161 0.5697 1.4008  0.114
13 H 2.7467 1.7461 0.1517  0.079
14 H 1.6656 1.8578 1.6128  0.109
15 H -1.7696 -0.2645 -0.4322  0.119
16 H 1.2112 0.7292 -0.9037  0.154
17 H -0.4067 2.6690 -0.5413  0.146
18 H -0.2501 -1.1471 -2.4076  0.101
19 H -1.6941 1.9368 -0.1711  0.051
20 H -1.1839 -0.3866 1.9356  0.192



No. 6
2 unconnected molecules or ions with the total composition C4H12NOS at a distorted geometry, computed with the ωB97M-V functional and the def2-TZVPD basis.

Its HOMO energy is -2.774 eV. The energy relative to the best compared isomer or geometry (same formula, charge and spin) comes out at 0.383 eV. The calculation puts the LUMO energy at 3.63 eV. Its total charge is -1.

Last column: Löwdin charge in e.
Atoms and positions in Å:
1 C 3.1689 -0.2448 -0.2194  -0.194
2 N 1.9093 -0.8654 -0.4893  -0.103
3 C 0.7311 0.0320 -0.5424  -0.536
4 C -0.5384 -0.7621 -0.7848  -0.692
5 S -2.0246 0.0899 -0.0937  0.219
6 C 0.8685 1.2276 -1.4476  -0.105
7 H 3.5212 0.5043 -0.9622  0.062
8 H 3.1968 0.3660 0.6965  0.078
9 H 3.9966 -0.9377 -0.0685  0.060
10 H 1.9939 -1.3167 -1.3934  0.097
11 H 0.6445 0.3849 0.4941  0.116
12 H -0.6233 -0.9815 -1.8616  0.046
13 H -0.4804 -1.7355 -0.3002  0.031
14 H 1.7455 1.8452 -1.2404  0.054
15 H 0.0183 1.8987 -1.3262  0.052
16 H 0.9038 0.9367 -2.5054  0.075
17 H -2.1805 0.3440 2.2573  -0.110
18 H -2.1628 -0.6254 3.3718  -0.014
19 O -2.1257 0.3051 3.2348  -0.137



No. 7
A molecular structure, C4H12NOS at a distorted geometry, computed with the ωB97M-V functional and the def2-TZVPD basis.

Its HOMO energy is -13.951 eV. The energy relative to the best compared isomer or geometry (same formula, charge and spin) comes out at 0.983 eV. The calculation puts the LUMO energy at -3.03 eV. Its total charge is +1.

Last column: Löwdin charge in e.
Atoms and positions in Å:
1 C -1.7942 1.6017 -0.2777  -0.341
2 S 0.0093 1.8045 -0.4824  0.883
3 C 0.1125 1.1730 -2.1803  -0.345
4 H -2.0253 0.6591 -0.7798  0.046
5 H -2.3453 2.3759 -0.8076  0.057
6 H -2.1142 1.5280 0.7646  0.056
7 H 0.9895 1.6384 -2.6522  0.053
8 H 0.2711 0.0988 -2.2849  0.045
9 H -0.7563 1.4404 -2.7816  0.058
10 O 1.7932 -1.4644 2.7756  0.092
11 C 1.8263 -1.9162 1.6670  -0.208
12 C 0.8295 -1.4903 0.6086  -0.140
13 N -0.1435 -0.5582 1.1901  0.064
14 H 2.5660 -2.6848 1.3970  0.142
15 H 1.4430 -0.9931 -0.1547  0.127
16 H 0.3598 -2.3285 0.1003  0.141
17 H -1.0782 -0.9574 1.1809  0.150
18 H 0.0582 -0.3778 2.1823  0.144
19 H -0.0012 0.4507 0.5349  -0.022



No. 8
A gas-phase ion, C4H12NOS (charge +1) at a distorted geometry, computed with the ωB97M-V functional and the def2-TZVPD basis.

Its HOMO energy is -12.716 eV. The energy relative to the best compared isomer or geometry (same formula, charge and spin) comes out at 1.422 eV. The calculation puts the LUMO energy at -3.21 eV. Its structure (SMILES) is [NH3+][C@H](CO)CCS. Its total charge is +1.

Last column: Löwdin charge in e.
Atoms and positions in Å:
1 C 1.2080 -1.0766 -0.7220  -0.222
2 O 1.9141 -0.5767 -1.8866  -0.107
3 C 0.1868 -0.0703 -0.4011  -0.330
4 C -0.4394 -0.3963 0.9222  -0.236
5 C -0.5188 0.8038 1.9118  -0.592
6 S -1.6330 2.0513 1.2730  0.725
7 N -0.6812 0.1040 -1.6417  0.255
8 H 2.0252 -1.2408 -0.0282  0.147
9 H 0.7581 -2.0481 -1.0155  0.149
10 H 2.7149 -1.1760 -2.1485  0.172
11 H 0.8954 0.8309 -0.4602  0.193
12 H -0.1592 -1.2760 1.4627  0.118
13 H -1.5492 -0.6897 0.8160  0.139
14 H 0.5826 1.0719 2.2279  0.126
15 H -0.8500 0.4769 2.9121  0.080
16 H -1.8771 2.7976 2.3647  -0.117
17 H -0.0127 -0.1837 -2.3451  0.141
18 H -1.5364 -0.4702 -1.5040  0.187
19 H -1.0282 1.0681 -1.7377  0.172



Question: Among the records above, which one has the lowest energy relative to the best compared isomer or geometry (same formula, charge and spin)?
Answer: number 6



Question: What is the formula in the first record?
Answer: C4H12NO2PS